Entry 1:
A 2-piece molecular cluster, C3H10NO2 overall, computed with ωB97M-V/def2-TZVPD.

```
16
Properties=species:S:1:pos:R:3
C -0.7308 0.9302 -0.4179
O 0.1059 1.6210 0.4687
C -0.9558 -0.5771 -0.1679
C 0.2272 -1.3858 -0.7887
N -1.0719 -0.9044 1.2565
H -0.3732 0.9171 -1.5223
H -1.7107 1.5569 -0.3946
H -1.8638 -0.8281 -0.6779
H 1.1792 -1.0448 -0.3879
H 0.1331 -2.3948 -0.6451
H 0.2523 -1.2463 -1.9076
H -0.2299 -0.4254 1.6686
H -1.8096 -0.3195 1.6135
H 1.4913 1.3125 0.3384
H 2.7619 1.4910 1.2582
O 2.5947 1.2974 0.3060
```

Computed properties:
frontier orbital gap	7.97	eV
E_HOMO	-3.6	eV
total charge	-1

Atom charges from the Mulliken analysis, given in e for atoms 1 to 2: -0.65, -0.84


Entry 2:
A 2-piece molecular cluster, C3H10NO2 overall, computed with ωB97M-V/def2-TZVPD.

```
16
Properties=species:S:1:pos:R:3
C -1.2155 0.3586 0.6639
N -0.0044 -0.3961 0.2656
C 0.9471 0.5174 -0.2700
C 0.3770 0.8658 -1.6901
O -0.2988 -0.0535 -2.4452
H -1.9404 0.5461 -0.1876
H -1.0303 1.3258 1.1149
H -1.7476 -0.1531 1.5242
H -0.2602 -0.9280 -0.6551
H 1.8911 0.0161 -0.4551
H 1.1769 1.5140 0.3574
H 1.2308 1.3538 -2.2858
H -0.3133 1.8085 -1.6256
H 0.0964 -2.4959 2.5690
H 0.5154 -1.6934 1.3208
O 0.5758 -2.5860 1.7986
```

Computed properties:
frontier orbital gap	6.71	eV
E_HOMO	-2.7	eV
total charge	-1

Atom charges from the Mulliken analysis, given in e for atoms 1 to 2: -0.85, -0.37


Entry 3:
A 2-piece molecular cluster, C3H10NO2 overall, computed with ωB97M-V/def2-TZVPD.

```
16
Properties=species:S:1:pos:R:3
C 0.1781 -0.8338 0.9303
O 0.8798 -0.6544 -0.2338
C -0.5371 0.5238 1.2558
C -1.9270 0.4925 0.6433
N 0.3581 1.6745 0.7449
H -0.6786 -1.4447 0.8984
H 0.9354 -1.1352 1.7831
H -0.5368 0.6700 2.4359
H -1.9495 0.5890 -0.3570
H -2.4698 1.4277 1.0310
H -2.5619 -0.4246 0.8694
H -0.1760 2.5551 0.5453
H 0.8055 1.2794 -0.1425
H 1.0393 -0.9816 -1.8244
H 0.2917 -1.0821 -3.1676
O 1.1840 -1.1292 -2.7989
```

Computed properties:
frontier orbital gap	7.36	eV
E_HOMO	-3.2	eV
total charge	-1

Atom charges from the Mulliken analysis, given in e for atoms 1 to 2: -0.53, -0.93


Entry 4:
A 2-piece molecular cluster, C3H10NO2 overall, computed with ωB97M-V/def2-TZVPD.

```
16
Properties=species:S:1:pos:R:3
C -0.6157 1.0820 -0.6830
C -0.8115 0.0041 0.3817
C 0.2013 -1.1814 0.2446
O 0.8864 -1.4809 1.3966
N -1.7701 1.9620 -0.9123
H 0.2649 1.6855 -0.4719
H -0.3863 0.5896 -1.6341
H -1.8495 -0.3480 0.3280
H -0.6932 0.4030 1.3952
H -0.4197 -2.0708 0.0381
H 0.8811 -0.8996 -0.5832
H -2.5630 1.3881 -1.1466
H -2.0029 2.4827 -0.0971
H 3.2280 -1.0434 -0.1260
H 2.3203 -1.2111 1.0909
O 3.3299 -1.3619 0.7790
```

Computed properties:
frontier orbital gap	7.14	eV
E_HOMO	-3.1	eV
total charge	-1

Atom charges from the Mulliken analysis, given in e for atoms 1 to 2: -0.58, -0.38


Entry 5:
A 2-piece molecular cluster, C3H10NO2 overall, computed with ωB97M-V/def2-TZVPD.

```
16
Properties=species:S:1:pos:R:3
C -0.5147 0.1230 -1.4095
N 0.0035 -0.3448 -0.1816
C 0.4775 0.3798 1.0711
O 1.0605 -0.4708 1.8664
C 0.2820 1.2016 -2.2286
H -0.6545 -0.7502 -2.0584
H -1.5171 0.5469 -1.2337
H 0.4493 -1.2362 -0.0714
H -0.4291 0.9455 1.4263
H 1.0860 1.2482 0.6892
H 1.2343 0.8792 -2.6534
H 0.6026 1.8590 -1.4163
H -0.4152 1.5889 -2.9408
H -1.1602 -1.9641 3.5716
H 0.0335 -1.6339 2.6098
O -0.5386 -2.3721 2.9593
```

Computed properties:
frontier orbital gap	7.10	eV
E_HOMO	-3.0	eV
total charge	-1

Atom charges from the Mulliken analysis, given in e for atoms 1 to 2: -0.49, -0.13


Entry 6:
A 2-piece molecular cluster, C3H10NO2 overall, computed with ωB97M-V/def2-TZVPD.

```
16
Properties=species:S:1:pos:R:3
C -1.1641 1.1736 -0.7036
C 1.0193 0.1310 1.6462
C -0.5525 -0.0577 -1.2982
N 0.5809 -1.1321 1.0332
O 0.5524 -0.0658 -1.9707
O -1.3668 -0.9977 -1.4925
H -2.2853 0.9063 -0.6726
H -0.7893 1.4993 0.2675
H -0.9558 2.1200 -1.1778
H 1.6138 -0.1845 2.4692
H 1.5874 0.6635 1.0053
H 0.0899 0.6731 2.1374
H 1.3011 -1.6728 0.6039
H 0.0345 -1.7036 1.6550
H 1.2707 0.4414 -1.5555
H -0.9362 -1.7940 -1.9471
```

Computed properties:
frontier orbital gap	9.11	eV
E_HOMO	-13.5	eV
total charge	+1

Atom charges from the Mulliken analysis, given in e for atoms 1 to 2: -0.90, -0.94


Entry 7:
A 2-piece molecular cluster, C3H10NO2 overall, computed with ωB97M-V/def2-TZVPD.

```
16
Properties=species:S:1:pos:R:3
O 1.1450 0.8647 0.6015
C 1.3387 -0.1786 1.1579
O 1.4277 -0.2360 2.4973
H 1.3204 -1.1829 0.7219
H 2.2705 -0.4630 2.9091
C -0.5543 -0.9300 -2.0346
N -0.9040 0.3703 -1.4238
C -2.0290 0.1645 -0.4144
H -0.6511 -1.6630 -1.2452
H -1.3835 -1.1028 -2.7066
H 0.3738 -0.9162 -2.5872
H -1.2870 1.1901 -1.8956
H -0.1324 0.7518 -0.8656
H -2.7825 -0.4531 -0.8871
H -2.4911 1.1038 -0.1314
H -1.5938 -0.3308 0.4348
```

Computed properties:
frontier orbital gap	12.27	eV
E_HOMO	-15.4	eV
total charge	+1

Atom charges from the Mulliken analysis, given in e for atoms 1 to 2: -0.56, 0.25


Entry 8:
A 2-piece molecular cluster, C3H10NO2PS overall, computed with ωB97M-V/def2-TZVPD.

```
18
Properties=species:S:1:pos:R:3
C -2.2651 -2.3427 -0.6547
N -1.6637 -1.1396 -0.1658
P -2.7355 0.1186 0.2504
O -4.1306 -0.3157 -0.0714
S -2.0049 1.8468 0.6551
H -2.0307 -3.1644 0.0510
H -3.4169 -2.3032 -0.4798
H -1.9257 -2.4332 -1.7230
H -0.7207 -1.1577 0.1868
C 2.3199 2.0520 -0.1607
C 2.4890 0.5774 0.1643
O 1.4685 0.0058 0.9768
H 2.6746 2.7217 0.7295
H 3.0053 2.2268 -0.8651
H 1.2994 2.4987 -0.5731
H 3.5193 0.4057 0.6400
H 2.6303 -0.0223 -0.7761
H 1.4875 0.4255 1.8157
```

Computed properties:
frontier orbital gap	9.71	eV
E_HOMO	-9.7	eV
SMILES	CNP(=O)=S.CCO

Atom charges from the Mulliken analysis, given in e for atoms 1 to 2: -0.72, -0.11


Question: Which formula does entry 5 have?
Answer: C3H10NO2